{
  "formula": "C5H8N",
  "method": "wB97M-V/def2-TZVPD",
  "elements": ["C", "C", "C", "C", "N", "C", "H", "H", "H", "H", "H", "H", "H", "H"],
  "coordinates": [[1.8872, 0.2537, 0.3624], [0.4742, -0.0470, 0.6918], [-0.6675, 0.6542, -0.0114], [-1.7453, -0.2498, 0.4243], [-0.4686, -0.8236, -0.1209], [-0.5595, -0.0017, -1.3169], [2.2897, 0.8363, 1.2440], [1.9837, 0.9113, -0.4609], [2.4448, -0.6580, 0.2270], [0.0469, -0.0846, 1.6635], [-2.0772, -0.4222, 1.5243], [-2.5725, -0.3554, -0.2827], [-1.4887, 0.0405, -1.9169], [0.4530, -0.0535, -2.0278]],
  "mulliken_charge": [-1.272, 0.345, -0.041, -0.184, -0.062, -0.188, 0.335, 0.424, 0.340, 0.398, 0.231, 0.224, 0.229, 0.221],
  "smiles": "C[C@H]1[C@]23C[N@@+]12C3",
  "lumo_ev": -3.96,
  "orbital_gap_ev": 13.4,
  "de_lowest_kj_mol": 460.68,
  "charge": 1
}